[1]
{
  "formula": "C27H23FeN7OS",
  "method": "wB97M-V/def2-TZVPD",
  "elements": ["Fe", "C", "C", "N", "N", "C", "O", "C", "C", "C", "C", "C", "C", "C", "C", "C", "C", "C", "N", "H", "H", "H", "H", "H", "H", "H", "H", "H", "H", "H", "H", "N", "C", "S", "N", "N", "C", "C", "C", "C", "C", "C", "C", "C", "C", "C", "C", "C", "N", "H", "H", "H", "H", "H", "H", "H", "H", "H", "H", "H"],
  "positions_angstrom": [[-0.893708, 0.098827, -0.001995], [2.056722, -0.675626, 3.421313], [1.015015, -0.798034, 2.353235], [0.606029, 0.205492, 1.674853], [1.063816, 1.440061, 1.968494], [0.167452, 2.312241, 1.509197], [-0.909917, 1.991837, 0.928046], [0.472387, 3.757003, 1.697818], [-0.498381, 4.697448, 1.368926], [-0.240227, 6.050218, 1.531936], [0.991371, 6.468374, 2.018455], [1.966165, 5.531072, 2.337232], [1.708332, 4.178480, 2.179954], [0.199606, -2.014702, 2.162642], [0.509296, -3.237119, 2.751526], [-0.417074, -4.264374, 2.722115], [-1.639839, -4.049864, 2.110205], [-1.845534, -2.827094, 1.493493], [-0.956403, -1.840268, 1.490412], [2.883821, -0.070679, 3.053804], [1.636868, -0.145052, 4.279323], [2.431267, -1.639391, 3.756376], [-1.445016, 4.347628, 0.978866], [-0.997764, 6.781110, 1.279280], [1.190513, 7.524277, 2.151339], [2.928126, 5.859904, 2.709447], [2.454759, 3.434647, 2.422086], [1.462004, -3.379902, 3.239005], [-0.195203, -5.210771, 3.198033], [-2.411844, -4.805893, 2.100239], [-2.780059, -2.625219, 0.988280], [0.741102, 3.454118, -1.873649], [0.405046, 2.143832, -1.766688], [-1.255297, 1.674755, -2.021131], [1.373811, 1.281610, -1.524508], [0.812597, 0.045215, -1.342066], [1.131326, -0.966715, -2.047813], [2.182146, -0.989832, -3.093311], [3.448842, -0.467341, -2.846751], [4.419643, -0.499570, -3.835531], [4.133472, -1.037517, -5.082357], [2.867297, -1.543612, -5.340989], [1.898914, -1.524276, -4.349771], [0.195571, -2.112238, -1.908471], [0.563345, -3.420299, -2.204045], [-0.393880, -4.416971, -2.148070], [-1.702395, -4.071069, -1.847813], [-1.979528, -2.746213, -1.562490], [-1.058525, -1.785278, -1.554933], [-0.015613, 4.113381, -1.851551], [1.631911, 3.739117, -1.501262], [3.660390, -0.024838, -1.883431], [5.401802, -0.091681, -3.634736], [4.893841, -1.060283, -5.852242], [2.630585, -1.946466, -6.317170], [0.906795, -1.905540, -4.559060], [1.585756, -3.634611, -2.482722], [-0.131119, -5.444392, -2.363670], [-2.490864, -4.810554, -1.826592], [-2.995351, -2.426365, -1.359312]],
  "forces_ev_per_angstrom": [[0.6, 0.4, -0.2], [0.0, 0.0, -0.1], [0.1, 0.0, 0.0], [-0.3, -0.1, -0.1], [0.1, 0.1, 0.0], [0.1, -0.1, -0.2], [-0.2, 0.1, 0.2], [0.0, 0.0, 0.0], [0.0, 0.0, 0.0], [0.0, 0.0, 0.0], [0.0, 0.0, 0.0], [0.0, 0.0, 0.0], [0.0, 0.0, 0.0], [-0.1, 0.0, 0.0], [0.0, 0.0, 0.0], [0.0, 0.0, 0.0], [0.0, 0.0, 0.0], [0.0, 0.0, 0.0], [-0.1, 0.0, -0.1], [0.0, 0.0, 0.0], [0.0, 0.0, 0.0], [0.0, 0.0, 0.0], [0.0, 0.0, 0.0], [0.0, 0.0, 0.0], [0.0, 0.0, 0.0], [0.0, 0.0, 0.0], [0.0, 0.0, 0.0], [0.0, 0.0, 0.0], [0.0, 0.0, 0.0], [0.0, 0.0, 0.0], [0.0, 0.0, 0.0], [0.0, 0.0, -0.1], [0.2, -0.4, 0.2], [-0.2, 0.1, 0.0], [-0.2, 0.3, -0.1], [-0.2, -0.2, 0.2], [0.2, 0.2, 0.0], [0.0, -0.1, 0.0], [0.0, 0.0, 0.0], [0.0, 0.0, 0.0], [0.0, 0.0, 0.0], [0.0, 0.0, 0.0], [0.0, 0.0, 0.0], [-0.1, -0.1, 0.0], [0.0, 0.1, 0.0], [-0.1, 0.0, 0.0], [0.0, -0.1, 0.0], [0.0, 0.2, -0.1], [0.1, -0.3, 0.3], [0.0, 0.0, 0.0], [0.0, 0.0, 0.0], [0.0, 0.0, 0.0], [0.0, 0.0, 0.0], [0.0, 0.0, 0.0], [0.0, 0.0, 0.0], [0.0, 0.0, 0.0], [0.0, 0.0, 0.0], [0.0, 0.0, 0.0], [0.0, 0.0, 0.0], [0.0, 0.0, 0.1]],
  "lumo_ev": [-0.3, -0.5],
  "max_force_ha_per_bohr": 0.0145,
  "charge": 0,
  "s_squared": 6.011,
  "multiplicity": 5,
  "homo_lumo_gap_ev": [6.83, 6.63]
}



[2]
{
  "formula": "C27H23N10O5Re",
  "method": "wB97M-V/def2-TZVPD",
  "elements": ["Re", "N", "C", "N", "C", "N", "N", "C", "N", "C", "C", "C", "C", "C", "N", "H", "H", "H", "H", "H", "H", "H", "H", "O", "C", "O", "C", "C", "C", "N", "C", "C", "C", "O", "O", "H", "H", "H", "C", "C", "N", "C", "C", "C", "C", "C", "C", "C", "C", "N", "C", "N", "H", "H", "H", "H", "H", "H", "H", "H", "H", "C", "O", "H", "H", "H"],
  "positions_angstrom": [[-1.123008, -0.745927, -0.462408], [-3.941069, 1.094755, 0.625382], [-3.144013, 0.649846, 1.603397], [-3.549437, 0.745475, 2.835662], [-2.795366, 0.306357, 3.828105], [-3.263192, 0.313896, 5.076634], [-1.526781, -0.099470, 3.668443], [-1.210375, -0.281601, 2.418990], [-1.954056, 0.046531, 1.298900], [0.061470, -1.026317, 2.204173], [0.884969, -1.485651, 3.192019], [1.953817, -2.274738, 2.843749], [2.224681, -2.639132, 1.601679], [1.322790, -2.176417, 0.642611], [0.322679, -1.334035, 0.918749], [-4.892990, 1.171386, 0.932565], [-3.828370, 0.800656, -0.389317], [-4.238314, 0.355845, 5.197954], [-2.671503, 0.031984, 5.850983], [0.599640, -1.330929, 4.237178], [2.570049, -2.626471, 3.704660], [3.040575, -3.250581, 1.254660], [1.446863, -2.468327, -0.368645], [-0.735970, -1.572594, -7.387118], [0.162464, -1.958198, -6.669606], [1.346377, -2.329175, -6.801268], [-0.249521, -1.954516, -5.059170], [0.851974, -2.016977, -4.153392], [0.632056, -1.654736, -2.865886], [-0.585005, -1.305352, -2.405528], [-1.620697, -1.363468, -3.194581], [-1.487762, -1.612782, -4.524828], [-2.877196, -0.695875, -2.707110], [-3.821461, -0.518877, -3.354897], [-2.774364, -0.189551, -1.519277], [1.815698, -2.340604, -4.521508], [1.509602, -1.462821, -2.145633], [-2.367478, -1.725767, -5.146296], [-0.930053, 3.598220, -1.583431], [-1.004922, 2.220277, -1.639476], [-0.466923, 1.413400, -0.712238], [0.377960, 1.896458, 0.150894], [0.575397, 3.246605, 0.238100], [-0.122695, 4.105743, -0.603413], [1.544249, 3.922787, 1.142423], [2.666372, 3.495505, 1.757143], [3.451187, 2.265479, 1.669796], [4.587146, 2.205513, 2.460789], [5.424950, 1.068346, 2.308962], [5.132282, 0.141831, 1.421103], [4.036264, 0.346335, 0.675765], [3.183382, 1.370143, 0.710149], [-1.405204, 4.175010, -2.353856], [-1.564600, 1.688755, -2.315510], [0.778486, 1.133216, 0.836283], [-0.125550, 5.163748, -0.377851], [1.245010, 4.960024, 1.210073], [3.146246, 4.225698, 2.315382], [4.919353, 2.990304, 3.156806], [6.253334, 0.858555, 2.862607], [3.737916, -0.473516, 0.049222], [-2.332916, -3.416580, -0.724820], [-1.712424, -2.452647, 0.025702], [-1.598165, -3.849296, -1.447463], [-3.166130, -3.098353, -1.322476], [-2.717741, -4.277408, -0.170706]],
  "forces_ev_per_angstrom": [[-1.0, 2.3, -1.2], [0.1, -0.6, -1.3], [0.2, -0.6, -1.3], [-1.3, 0.2, 1.2], [-0.2, 0.8, 0.4], [0.9, -0.3, -0.2], [0.5, -0.4, -0.7], [0.1, 0.0, -0.1], [1.2, -0.5, 1.8], [-0.2, 0.4, -0.7], [-1.2, 0.3, 0.9], [1.4, -0.3, 4.4], [-0.6, -0.1, -3.1], [0.4, 0.5, 0.3], [1.0, -0.4, 0.1], [-0.3, 0.4, 0.1], [0.2, 0.3, 1.7], [-1.1, 0.3, 0.3], [-0.2, 0.0, -0.4], [0.3, 0.1, -0.5], [-0.3, 0.2, -0.9], [0.1, -0.2, 0.3], [-0.1, -0.1, -0.8], [-0.5, 0.2, -0.3], [1.0, -0.9, 1.2], [-1.0, 0.4, 0.0], [1.6, 0.3, -0.1], [-1.1, -0.2, -1.0], [1.9, 0.7, 1.8], [1.5, 0.0, 2.1], [-1.5, 0.8, -1.5], [-0.2, -1.6, -1.3], [1.9, -1.0, 0.0], [-3.1, 0.2, -2.5], [1.6, 0.2, 3.0], [0.0, 0.2, -0.1], [-1.5, -0.5, -1.1], [0.0, 0.7, -0.1], [0.4, -1.1, -0.7], [0.3, 0.5, 1.3], [-0.8, -1.4, -1.6], [0.4, -0.7, 1.6], [1.7, 1.2, 0.7], [-0.5, 0.2, 0.7], [-0.1, -0.9, -0.1], [-1.7, -0.2, -1.3], [0.3, 1.1, -0.4], [1.6, -1.0, 0.5], [-3.1, 1.4, -1.5], [-0.8, -0.5, -0.7], [-0.2, 0.0, 0.5], [0.5, -1.0, 0.7], [-0.2, 0.3, 0.0], [-1.4, -0.6, -1.8], [0.2, 1.0, -0.3], [0.4, 0.1, -0.3], [0.4, 0.2, 0.6], [0.8, 1.3, 1.1], [-0.6, -0.4, -0.4], [2.3, 0.0, 1.7], [0.2, -0.2, -0.6], [0.4, -2.2, -1.7], [-0.4, -0.3, 0.9], [-0.4, 0.2, 0.3], [-0.6, 0.7, -0.3], [0.3, 0.3, 0.6]],
  "lumo_ev": [-4.5, -5.0],
  "max_force_ha_per_bohr": 0.0900,
  "charge": 1,
  "s_squared": 3.766,
  "multiplicity": 4,
  "homo_lumo_gap_ev": [5.35, 4.85]
}



[3]
{
  "formula": "C27H23N8O3RuS2",
  "method": "wB97M-V/def2-TZVPD",
  "elements": ["Ru", "O", "C", "C", "C", "C", "C", "C", "C", "O", "N", "N", "C", "C", "C", "C", "C", "C", "C", "O", "H", "H", "H", "H", "H", "H", "H", "H", "H", "H", "N", "C", "S", "N", "N", "C", "C", "C", "C", "C", "C", "N", "H", "H", "H", "H", "H", "H", "H", "N", "C", "S", "C", "C", "C", "N", "C", "C", "H", "H", "H", "H", "H", "H"],
  "positions_angstrom": [[-0.006778, 0.081860, -0.250478], [0.799526, 4.481937, -0.023163], [2.136712, 4.356046, -0.006851], [2.890699, 5.490920, 0.299426], [4.266673, 5.433431, 0.342463], [4.929633, 4.238626, 0.083769], [4.200772, 3.107226, -0.204204], [2.805911, 3.143273, -0.264025], [2.057816, 1.908942, -0.491463], [0.784959, 1.977878, -0.712540], [2.705943, 0.766569, -0.455328], [1.917338, -0.313978, -0.521716], [2.420132, -1.425981, -0.993252], [1.677437, -2.614216, -1.209425], [2.285284, -3.668829, -1.914909], [1.616098, -4.828527, -2.210154], [0.317383, -5.014020, -1.726737], [-0.301025, -4.033003, -0.997719], [0.316693, -2.780026, -0.767619], [-0.369309, -1.868383, -0.179544], [0.405278, 3.629773, -0.309415], [2.361447, 6.411677, 0.493383], [4.829838, 6.322078, 0.587973], [6.008329, 4.201728, 0.112666], [4.682987, 2.161934, -0.390398], [3.472382, -1.426958, -1.271847], [3.302849, -3.539843, -2.248977], [2.087690, -5.601478, -2.798105], [-0.204426, -5.936586, -1.927890], [-1.299406, -4.158329, -0.606029], [-3.065276, 0.338294, -3.404511], [-2.217983, 0.447383, -2.349849], [-0.605738, -0.224039, -2.570868], [-2.602147, 1.027513, -1.257982], [-1.777088, 1.004514, -0.226226], [-1.926342, 1.841812, 0.803601], [-0.889245, 1.917151, 1.735218], [-0.871560, 2.828097, 2.820184], [0.180392, 2.829175, 3.689140], [1.229846, 1.909346, 3.498742], [1.187833, 1.068526, 2.408814], [0.177220, 1.062985, 1.550299], [-2.665799, 0.058424, -4.284846], [-3.851206, 0.967894, -3.427901], [-2.809886, 2.463311, 0.877577], [-1.690209, 3.522589, 2.910546], [0.222010, 3.527707, 4.509491], [2.063832, 1.864556, 4.176366], [1.992805, 0.366834, 2.209328], [1.166931, -2.488263, 6.720898], [0.163417, -1.604386, 6.385097], [-0.511352, -0.683918, 7.655384], [-0.233055, -1.452990, 5.041752], [-1.311985, -0.616610, 4.649053], [-1.650041, -0.503266, 3.326355], [-1.000906, -1.134056, 2.340632], [-0.002338, -1.946056, 2.691745], [0.415949, -2.140684, 3.981344], [1.306552, -2.640640, 7.707695], [1.248470, -3.318349, 6.153670], [-1.857526, -0.068929, 5.401639], [-2.472642, 0.127839, 3.017328], [0.483029, -2.483189, 1.889082], [1.259663, -2.787522, 4.169004]],
  "forces_ev_per_angstrom": [[1.1, 0.8, -2.7], [-0.3, 0.1, 0.0], [0.4, -0.2, -0.1], [-0.2, 0.0, 0.0], [-0.1, -0.1, 0.0], [0.2, 0.0, 0.0], [-0.1, 0.1, 0.0], [0.0, 0.4, 0.1], [0.6, -1.3, -0.4], [-1.0, -0.1, 0.2], [1.4, 1.6, 0.5], [-0.3, -2.3, -1.0], [0.2, 1.4, 0.5], [-1.1, -0.8, 0.1], [-0.1, 0.1, 0.1], [0.0, -0.2, 0.0], [0.1, 0.1, 0.1], [0.0, 0.3, 0.1], [1.2, -0.6, -0.8], [-1.3, 0.6, 1.2], [0.3, 0.0, 0.0], [-0.1, 0.1, 0.0], [0.0, 0.1, 0.0], [0.1, 0.0, 0.0], [0.1, -0.1, 0.0], [0.0, 0.2, 0.1], [0.2, 0.1, -0.1], [0.1, 0.0, 0.0], [-0.1, -0.1, 0.0], [-0.1, 0.0, 0.0], [0.1, 0.4, 0.4], [1.5, -1.0, -0.5], [-0.1, 0.5, 0.5], [-2.1, 1.0, 0.4], [0.4, 0.5, 1.8], [-1.5, -1.0, -2.6], [2.1, -0.2, 1.7], [-0.4, -0.5, -1.1], [0.9, -0.6, 0.1], [-0.5, 0.5, 0.0], [0.4, 0.0, 0.2], [-1.3, 0.6, 0.2], [0.0, 0.0, 0.1], [-0.1, -0.1, 0.0], [0.0, 0.1, -0.2], [-0.1, 0.1, 0.1], [-0.1, 0.1, 0.1], [0.1, 0.0, 0.1], [-0.1, 0.1, 0.0], [-0.9, 0.2, -0.8], [0.5, 0.5, 4.6], [0.7, -0.8, -1.3], [-0.8, 0.1, -3.6], [0.8, -0.5, 1.0], [0.3, -0.5, -0.6], [-0.4, -0.5, 0.8], [-0.5, 0.1, -0.6], [-0.3, 0.6, 1.5], [-0.1, 0.2, 0.0], [0.2, 0.0, -0.1], [0.0, 0.0, 0.1], [-0.1, 0.0, 0.0], [0.0, 0.1, -0.1], [0.1, -0.1, 0.0]],
  "lumo_ev": [-1.1, -1.2],
  "max_force_ha_per_bohr": 0.0905,
  "charge": 0,
  "s_squared": 0.760,
  "multiplicity": 2,
  "homo_lumo_gap_ev": [6.10, 6.15]
}